C2H8S | ωB97M-V/def2-TZVPD

Properties
Lowest unoccupied orbital energy in eV: 0.94
Relative energy (zero: lowest compared OMol25 entry of this formula, charge and spin) in eV: 0.247
Total charge: 0
Electronic energy in eV: -13038.5143
SMILES: CS.C
Multiplicity: 1
Highest occupied orbital energy in eV: -9.04

Geometry as XYZ:
```
11
Properties=species:S:1:pos:R:3:forces:R:3
C -1.677 -0.508 1.036 1.072 0.125 -1.152
S -2.142 -1.114 -0.633 -0.676 -0.437 0.220
H -1.073 0.387 0.881 0.091 -0.108 0.152
H -2.583 -0.164 1.517 -0.053 -0.510 0.463
H -1.048 -1.288 1.509 -0.817 0.618 0.199
H -1.281 -0.489 -1.425 0.403 0.318 0.117
C 1.933 0.640 -0.578 0.329 0.218 -0.323
H 2.856 0.197 -0.940 0.330 0.184 0.046
H 1.327 0.825 -1.486 -0.120 -0.233 0.859
H 2.131 1.572 -0.042 0.085 -0.028 -0.315
H 1.557 -0.059 0.161 -0.644 -0.147 -0.266
```
Positions in Å, forces in eV/Å.

C2H8S | ωB97M-V/def2-TZVPD

Properties
Lowest unoccupied orbital energy in eV: 0.93
Relative energy (zero: lowest compared OMol25 entry of this formula, charge and spin) in eV: 0.693
Total charge: 0
Electronic energy in eV: -13038.0682
SMILES: CS.C
Multiplicity: 1
Highest occupied orbital energy in eV: -9.05

Geometry as XYZ:
```
11
Properties=species:S:1:pos:R:3:forces:R:3
C 1.414 0.068 0.754 0.014 0.561 -1.714
S 2.468 1.276 -0.245 -0.698 -0.287 0.373
H 0.882 -0.642 0.048 0.958 0.715 1.381
H 0.737 0.596 1.402 -0.831 0.666 -0.528
H 2.074 -0.286 1.498 0.870 -1.524 0.209
H 2.558 0.621 -1.418 -0.177 -0.122 0.341
C -2.085 -0.316 -0.344 2.132 -1.312 -1.401
H -2.715 -0.739 -1.150 -0.054 -0.288 0.960
H -2.285 -0.627 0.710 -0.210 0.665 -1.116
H -1.016 -0.673 -0.620 -1.766 0.307 0.576
H -2.032 0.722 -0.637 -0.237 0.619 0.920
```
Positions in Å, forces in eV/Å.

C2H8S2 | ωB97M-V/def2-TZVPD

Properties
Lowest unoccupied orbital energy in eV: 0.83
Relative energy (zero: lowest compared OMol25 entry of this formula, charge and spin) in eV: 0.548
Total charge: 0
Electronic energy in eV: -23873.5994
SMILES: CSC.S
Multiplicity: 1
Highest occupied orbital energy in eV: -8.34

Geometry as XYZ:
```
12
Properties=species:S:1:pos:R:3:forces:R:3
C -1.207 -1.599 -0.410 0.260 0.298 -0.558
S -1.927 -0.286 0.553 -0.592 0.598 0.550
C -3.671 -0.161 0.012 1.084 -0.513 -0.893
H -0.425 -1.983 0.239 -0.012 -0.427 -0.226
H -0.757 -1.167 -1.299 0.223 -0.061 -0.116
H -1.903 -2.353 -0.760 -0.119 -0.253 0.437
H -3.860 0.891 -0.173 -0.466 0.051 0.598
H -3.770 -0.619 -0.976 0.048 -0.144 0.128
H -4.282 -0.709 0.716 -0.426 0.453 0.081
S 4.121 1.176 -0.143 -0.350 -1.008 -0.372
H 4.908 2.070 -0.675 0.586 0.863 -0.200
H 4.319 0.410 -1.253 -0.238 0.143 0.571
```
Positions in Å, forces in eV/Å.

C2H8S3 | ωB97M-V/def2-TZVPD

Properties
Lowest unoccupied orbital energy in eV: 0.59
Relative energy (zero: lowest compared OMol25 entry of this formula, charge and spin) in eV: 1.740
Total charge: 0
Electronic energy in eV: -34707.6576
SMILES: CSS.CS
Multiplicity: 1
Highest occupied orbital energy in eV: -8.67

Geometry as XYZ:
```
13
Properties=species:S:1:pos:R:3:forces:R:3
C -1.098 -3.180 -4.640 2.485 1.680 -2.650
S -0.442 -4.582 -3.686 -0.531 0.297 0.285
S 1.543 -4.307 -3.200 0.229 -2.448 -2.195
H -2.104 -3.473 -4.919 -0.304 0.376 0.472
H -0.574 -3.007 -5.654 -0.505 -1.297 1.014
H -0.885 -2.099 -4.373 -1.030 -1.397 1.188
H 1.417 -3.229 -2.593 -0.344 2.789 1.885
C 0.283 3.487 5.086 2.639 2.929 -2.250
S 0.997 5.312 4.629 -1.089 -2.261 0.476
H 1.196 3.031 5.292 1.555 -1.315 -0.313
H -0.131 3.526 5.984 -2.318 0.782 3.808
H -0.341 2.967 4.427 -0.551 -0.268 -1.487
H 0.139 5.553 3.648 -0.236 0.134 -0.235
```
Positions in Å, forces in eV/Å.

C2H8S3 | ωB97M-V/def2-TZVPD

Properties
Lowest unoccupied orbital energy in eV: 0.20
Relative energy (zero: lowest compared OMol25 entry of this formula, charge and spin) in eV: 1.726
Total charge: 0
Electronic energy in eV: -34707.6713
SMILES: CSC.SS
Multiplicity: 1
Highest occupied orbital energy in eV: -8.57

Geometry as XYZ:
```
13
Properties=species:S:1:pos:R:3:forces:R:3
C 1.354 -0.031 0.672 -1.888 0.961 -0.956
S -0.433 -0.539 0.375 0.192 -0.325 1.479
C -0.654 -2.110 1.450 -0.838 0.437 -2.162
H 1.310 1.128 0.596 0.569 -2.015 1.434
H 1.805 -0.274 -0.242 0.793 -0.420 -1.507
H 1.857 -0.722 1.363 -0.289 1.233 0.675
H -0.780 -1.962 2.604 0.262 -0.362 -2.487
H -1.544 -2.604 0.819 1.704 0.943 2.135
H 0.249 -2.599 1.028 -0.520 -0.406 1.361
S -1.490 1.860 -2.701 -0.149 0.491 0.699
S -0.544 3.423 -1.589 0.029 -0.812 -1.539
H -1.418 0.969 -1.708 0.027 -0.243 0.006
H 0.287 3.463 -2.668 0.107 0.518 0.863
```
Positions in Å, forces in eV/Å.

C2H8S4 | ωB97M-V/def2-TZVPD

Properties
Lowest unoccupied orbital energy in eV: 0.48
Relative energy (zero: lowest compared OMol25 entry of this formula, charge and spin) in eV: 1.323
Total charge: 0
Electronic energy in eV: -45543.4178
SMILES: CSS.CSS
Multiplicity: 1
Highest occupied orbital energy in eV: -8.57

Geometry as XYZ:
```
14
Properties=species:S:1:pos:R:3:forces:R:3
C 2.578 -0.355 0.538 2.065 2.716 -0.096
S 2.679 -1.731 -0.544 0.492 -1.597 0.170
S 0.999 -1.873 -1.687 -0.355 0.560 0.080
H 3.327 -0.392 1.382 -0.109 -0.502 -1.307
H 1.728 -0.170 1.120 -1.953 -0.158 0.255
H 2.812 0.576 -0.068 -0.340 -0.860 0.935
H 0.099 -2.276 -0.766 0.164 -0.132 -0.028
C -1.672 1.284 -1.020 -2.760 1.015 -2.068
S -2.647 1.293 0.474 -1.285 0.510 -1.269
S -1.472 1.835 1.943 0.727 -1.479 2.201
H -2.377 1.928 -1.723 1.698 -1.627 0.919
H -1.653 0.256 -1.281 -0.238 -0.905 -0.893
H -0.672 1.586 -1.195 1.010 0.958 0.923
H -1.634 0.535 2.453 0.885 1.501 0.178
```
Positions in Å, forces in eV/Å.

C2H9BrSi2 | ωB97M-V/def2-TZVPD

Properties
Lowest unoccupied orbital energy in eV: -0.28
Relative energy (zero: lowest compared OMol25 entry of this formula, charge and spin) in eV: 2.270
Total charge: 0
Electronic energy in eV: -88015.5099
Multiplicity: 1
Highest occupied orbital energy in eV: -7.69

Geometry as XYZ:
```
14
Properties=species:S:1:pos:R:3:forces:R:3
C -0.603 -1.499 -1.561 2.225 -0.539 0.031
C 1.414 -2.137 0.881 -1.827 -0.462 1.075
Si -0.771 3.347 0.530 -3.271 -2.860 -0.264
Si 0.347 -0.773 -0.061 0.405 0.079 0.622
Br 1.204 3.713 0.817 4.177 0.551 0.421
H -0.530 -0.713 -2.354 0.148 -0.967 0.309
H -0.257 -2.528 -1.791 0.322 0.738 -0.652
H -1.618 -1.691 -1.417 -2.028 0.219 0.665
H 0.690 -2.921 1.311 0.594 1.013 -0.546
H 2.132 -2.759 0.387 0.567 -0.198 -0.717
H 1.902 -1.713 1.789 -0.318 0.023 -0.779
H -1.294 4.146 -0.466 -0.718 1.417 -1.590
H -1.428 3.592 1.745 -0.796 0.468 1.401
H -1.188 1.934 0.190 0.520 0.519 0.024
```
Positions in Å, forces in eV/Å.

C2H9ClNSi | ωB97M-V/def2-TZVPD

Properties
Lowest unoccupied orbital energy in eV: -5.83
Relative energy (zero: lowest compared OMol25 entry of this formula, charge and spin) in eV: 2.144
Total charge: +1
Electronic energy in eV: -24101.2790
Multiplicity: 1
Highest occupied orbital energy in eV: -14.04

Geometry as XYZ:
```
14
Properties=species:S:1:pos:R:3:forces:R:3
C 0.303 -1.327 -0.312 -1.086 -0.815 -3.075
C 1.569 0.587 0.215 2.119 1.078 4.174
N 0.299 -0.045 0.297 -1.416 0.288 2.318
Si -2.280 1.030 -0.269 3.431 -1.080 -1.695
Cl -3.472 -0.430 0.222 -0.239 -0.649 -0.376
H 1.054 -2.082 -0.110 0.355 0.094 1.341
H -0.740 -1.751 -0.087 1.570 0.114 -1.260
H 0.663 -1.082 -1.372 -1.689 -0.844 0.624
H 2.085 0.453 -0.651 0.699 0.055 -3.175
H 1.669 1.639 0.601 -0.702 -0.902 -0.702
H 0.191 -0.292 1.277 -0.326 0.694 0.319
H -1.183 1.234 -1.344 -1.767 -0.385 0.362
H -2.444 2.036 0.637 -0.256 1.906 1.453
H 2.286 0.030 0.896 -0.694 0.448 -0.306
```
Positions in Å, forces in eV/Å.